# 1
ORCA calculation (ωB97M-V/def2-TZVPD) on a cluster of 9 separate species, C44H64F3N3O21 in total.

Last column: Mulliken charge in e.
Cartesian coordinates (Å):
C -0.671 -1.869 -0.918  -0.889
C -0.037 -0.447 -1.250  1.408
O 0.059 -0.245 -2.667  -0.222
C 1.140 -0.972 -3.218  -1.033
C 2.453 -0.164 -3.337  -0.492
O 2.638 0.731 -2.209  0.097
C 3.709 1.595 -2.522  -1.303
C 4.641 1.880 -1.290  2.789
C 6.044 1.456 -1.636  -0.650
N 7.112 1.137 -1.671  -0.591
C 4.098 1.328 0.062  -2.419
C 4.093 -0.216 0.213  0.568
O 3.232 -0.537 1.316  -0.584
C 5.472 -0.843 0.560  0.712
F 5.962 -1.403 -0.569  -0.296
F 6.380 0.013 1.019  -0.306
F 5.386 -1.852 1.426  -0.213
C 4.709 3.458 -1.142  -0.635
C 5.843 3.862 -0.222  0.151
N 6.732 4.375 0.216  -0.482
O 3.434 3.984 -0.729  0.028
N 3.541 4.560 0.543  0.044
O 2.518 4.500 1.106  -0.278
H 0.088 -2.426 -0.337  0.041
H -0.792 -2.431 -1.863  0.309
H -1.617 -1.728 -0.385  0.195
H 0.966 -0.440 -0.775  -0.974
H -0.668 0.362 -0.863  0.232
H 1.325 -1.942 -2.705  0.167
H 0.844 -1.253 -4.251  0.298
H 2.374 0.489 -4.240  0.838
H 3.331 -0.841 -3.458  0.324
H 4.325 1.184 -3.342  0.460
H 3.289 2.557 -2.896  0.253
H 4.694 1.733 0.904  0.490
H 3.057 1.695 0.143  1.043
H 3.689 -0.765 -0.652  -0.107
H 2.770 0.257 1.614  0.467
H 4.869 3.838 -2.167  0.757
O 1.111 1.519 -4.970  -0.588
C 0.106 2.045 -5.365  0.410
O -0.666 1.533 -6.356  -0.415
C -1.726 2.454 -6.662  -0.534
C -1.878 3.312 -5.419  0.158
C -0.458 3.358 -4.884  -0.097
H -1.436 3.039 -7.539  0.274
H -2.633 1.898 -6.894  0.374
H -2.305 4.294 -5.621  0.360
H -2.524 2.808 -4.699  -0.498
H 0.118 4.174 -5.324  0.350
H -0.436 3.417 -3.804  0.038
O -0.858 5.286 -2.868  -0.634
C -1.058 5.612 -1.729  0.390
O -2.151 5.234 -1.029  -0.399
C -2.148 5.877 0.264  -0.121
C -0.700 6.244 0.519  -0.563
C -0.185 6.516 -0.887  -0.217
H -2.794 6.750 0.218  -0.017
H -2.536 5.191 1.013  0.518
H -0.585 7.083 1.203  0.380
H -0.169 5.389 0.944  0.154
H -0.353 7.552 -1.191  0.288
H 0.865 6.252 -0.994  0.157
O -2.677 0.241 0.297  -0.616
C -3.317 0.589 -0.655  0.518
O -3.234 -0.015 -1.866  -0.286
C -4.035 0.697 -2.819  0.414
C -5.052 1.460 -1.991  -0.300
C -4.277 1.755 -0.718  -0.071
H -3.385 1.359 -3.394  -0.651
H -4.505 -0.012 -3.500  0.431
H -5.434 2.350 -2.492  0.384
H -5.902 0.815 -1.760  -0.052
H -3.704 2.683 -0.793  -0.044
H -4.925 1.777 0.155  0.283
O 1.763 -4.902 -1.551  -0.642
C 1.898 -4.990 -0.363  0.479
O 1.038 -5.656 0.450  -0.416
C 1.431 -5.473 1.824  -0.571
C 2.900 -5.105 1.768  0.657
C 3.000 -4.352 0.454  -0.248
H 0.819 -4.680 2.259  0.301
H 1.257 -6.395 2.378  0.342
H 3.229 -4.530 2.632  -0.058
H 3.508 -6.015 1.713  -0.204
H 2.781 -3.287 0.575  -0.091
H 3.969 -4.491 -0.021  0.445
O 2.221 -3.782 4.929  -0.595
C 3.170 -4.358 5.377  0.635
O 3.324 -5.707 5.345  -0.341
C 4.514 -6.075 6.061  -0.415
C 5.378 -4.827 6.066  -0.505
C 4.338 -3.715 6.089  -0.442
H 4.230 -6.389 7.069  0.274
H 4.998 -6.909 5.556  0.307
H 6.080 -4.793 6.899  0.342
H 5.953 -4.772 5.140  0.248
H 4.035 -3.459 7.106  0.314
H 4.680 -2.830 5.558  0.240
O 4.279 -7.542 1.069  -0.634
C 4.114 -8.683 1.398  0.452
O 5.096 -9.465 1.910  -0.351
C 4.603 -10.802 2.096  -0.452
C 3.095 -10.662 2.182  -0.543
C 2.830 -9.472 1.271  -0.169
H 4.917 -11.410 1.244  0.266
H 5.031 -11.223 3.004  0.326
H 2.561 -11.567 1.893  0.330
H 2.803 -10.413 3.205  0.263
H 2.702 -9.773 0.231  0.318
H 1.978 -8.885 1.606  0.105
O -3.588 7.146 2.361  -0.574
C -4.459 7.874 1.980  0.633
O -4.319 8.720 0.927  -0.367
C -5.499 9.529 0.793  -0.445
C -6.598 8.748 1.491  -0.482
C -5.832 8.031 2.594  -0.463
H -5.312 10.496 1.265  0.267
H -5.713 9.688 -0.262  0.309
H -7.409 9.378 1.854  0.328
H -7.024 8.014 0.804  0.268
H -5.748 8.640 3.496  0.268
H -6.267 7.062 2.828  0.304
O -7.891 1.535 -0.021  -0.567
C -8.047 0.402 0.336  0.558
O -7.051 -0.358 0.856  -0.280
C -7.526 -1.696 1.081  -0.426
C -9.036 -1.569 1.180  -0.499
C -9.323 -0.404 0.242  -0.482
H -7.215 -2.321 0.241  0.270
H -7.085 -2.089 1.994  0.300
H -9.562 -2.487 0.918  0.326
H -9.319 -1.298 2.199  0.265
H -9.459 -0.734 -0.789  0.256
H -10.178 0.181 0.571  0.295

Calculated values
**HOMO level**: -0.3150 Ha
**Structure (SMILES)**: CCOCCOC[C@](C#N)(C[C@H](O)C(F)(F)F)[C@H](C#N)ON=O.O=C1CCCO1.O=C1CCCO1.O=C1CCCO1.O=C1CCCO1.O=C1CCCO1.O=C1CCCO1.O=C1CCCO1.O=C1CCCO1

# 2
ORCA calculation (ωB97M-V/def2-TZVPD) on a structure of composition C44H65BrClFIN4O7RbSi2Te.

Last column: Mulliken charge in e.
Cartesian coordinates (Å):
Rb -0.751 0.931 -1.136  0.138
C -1.885 8.315 -0.992  -1.593
C -0.407 8.178 -0.630  0.394
C -0.090 8.991 0.609  -0.999
C 1.346 8.775 1.059  -1.015
C 1.560 7.313 1.353  1.084
C 2.427 6.885 2.332  -0.830
C 2.604 5.523 2.564  0.247
F 3.463 5.150 3.531  -0.369
C 1.940 4.579 1.845  -1.318
C 1.054 4.994 0.843  0.425
C 0.362 3.972 0.046  1.039
O 0.419 2.769 0.333  0.012
C -0.343 4.484 -1.107  0.481
C -0.532 5.812 -1.248  -0.161
N -0.038 6.754 -0.403  0.191
C 0.848 6.357 0.600  -0.328
C -0.864 3.483 -2.119  -0.859
O -0.012 2.980 -2.888  -0.841
O -2.080 3.165 -2.045  -0.851
H -2.178 9.362 -0.908  0.424
H -2.496 7.729 -0.301  0.380
H -2.109 7.992 -2.008  0.465
H 0.203 8.554 -1.455  0.117
H -0.773 8.692 1.410  0.352
H -0.281 10.038 0.382  0.409
H 1.579 9.372 1.941  0.436
H 2.027 9.099 0.264  0.324
H 2.983 7.606 2.925  0.494
H 2.072 3.519 2.028  0.597
H -1.101 6.191 -2.087  0.544
O -0.156 -1.516 -0.283  -0.255
H 0.223 -2.277 0.168  -0.004
H 0.598 -0.947 -0.507  0.126
O -3.183 1.803 -0.007  0.063
H -2.791 2.406 -0.679  0.237
H -4.066 2.141 0.161  0.024
O 0.024 0.540 -4.059  -0.162
H 0.389 0.729 -4.928  0.146
H -0.145 1.434 -3.675  0.331
Br -3.282 -4.120 -5.603  -0.194
C -4.402 -3.381 -4.265  0.187
C -5.640 -3.983 -4.079  -0.452
C -6.496 -3.518 -3.094  -0.626
C -6.115 -2.453 -2.292  -0.596
C -4.881 -1.852 -2.482  -0.129
C -4.010 -2.302 -3.474  0.015
I -2.208 -1.274 -3.712  0.325
H -5.921 -4.819 -4.705  0.384
H -7.461 -3.991 -2.956  0.365
H -6.776 -2.090 -1.513  0.340
H -4.581 -1.018 -1.857  0.354
C 1.910 -4.152 -1.865  -1.315
C 2.762 -4.463 -3.108  3.014
C 2.926 -5.993 -3.157  -2.179
C 1.963 -4.070 -4.363  -1.979
C 4.175 -3.767 -3.135  1.449
O 4.877 -4.270 -4.296  -0.690
C 5.126 -4.045 -1.942  -1.513
C 5.163 -3.232 -0.630  -1.367
C 4.129 -3.532 0.429  -0.039
C 3.314 -2.525 0.932  0.327
C 2.341 -2.789 1.889  -0.794
C 2.179 -4.086 2.347  0.220
Cl 0.941 -4.437 3.519  -0.209
C 3.002 -5.104 1.892  -0.740
C 3.977 -4.817 0.947  -0.293
C 4.154 -2.276 -3.552  -2.431
N 3.497 -1.280 -2.711  1.629
C 2.194 -1.028 -2.568  -0.414
N 2.009 -0.056 -1.703  0.338
C 3.282 0.295 -1.359  -1.024
N 4.221 -0.412 -1.949  -1.119
H 0.860 -4.367 -2.093  0.669
H 1.969 -3.114 -1.541  -0.333
H 2.197 -4.776 -1.017  0.262
H 1.943 -6.451 -3.019  0.493
H 3.569 -6.378 -2.362  0.356
H 3.304 -6.340 -4.125  0.559
H 1.112 -4.749 -4.475  0.559
H 2.575 -4.143 -5.263  0.371
H 1.549 -3.060 -4.303  0.261
H 5.068 -5.201 -4.153  0.529
H 6.114 -3.920 -2.387  0.438
H 5.045 -5.108 -1.697  0.464
H 5.158 -2.164 -0.843  0.490
H 6.146 -3.439 -0.198  0.562
H 3.433 -1.508 0.562  0.669
H 1.716 -1.994 2.281  0.178
H 2.881 -6.109 2.279  0.460
H 4.621 -5.619 0.595  0.386
H 3.701 -2.240 -4.539  0.523
H 5.183 -1.954 -3.658  0.399
H 1.407 -1.549 -3.094  0.194
H 3.512 1.090 -0.660  0.574
C 1.056 -1.679 5.623  -0.912
Si 0.241 -0.391 4.554  0.255
C 1.527 0.464 3.497  -0.527
C -0.598 0.866 5.643  -1.087
C -1.041 -1.190 3.449  -0.584
Te -1.849 0.255 2.086  -0.078
C -3.464 -1.017 1.475  0.136
Si -5.007 -0.740 2.483  0.210
C -5.635 0.995 2.211  -1.050
C -4.679 -0.989 4.300  -0.958
C -6.336 -1.939 1.948  -0.657
H 1.778 -1.214 6.307  0.336
H 1.591 -2.423 5.020  0.263
H 0.310 -2.208 6.229  0.261
H 2.053 1.229 4.080  0.489
H 1.065 0.962 2.634  -0.235
H 2.276 -0.243 3.120  0.318
H 0.128 1.373 6.289  0.311
H -1.348 0.387 6.286  0.282
H -1.108 1.623 5.038  0.319
H -1.864 -1.587 4.055  0.334
H -0.620 -2.018 2.867  0.276
H -3.091 -2.044 1.548  0.622
H -3.639 -0.798 0.415  -0.537
H -4.852 1.728 2.441  0.305
H -6.489 1.195 2.869  0.401
H -5.972 1.140 1.175  0.282
H -3.877 -0.326 4.645  0.174
H -4.390 -2.026 4.518  0.298
H -5.582 -0.764 4.878  0.388
H -6.559 -1.837 0.878  -0.048
H -7.262 -1.754 2.505  0.320
H -6.033 -2.977 2.130  0.291

Calculated values
**HOMO level**: -0.2596 Ha
**Energy above the lowest of the compared OMol25 structures with the same formula, charge and spin**: 70.65 kJ/mol

# 3
ORCA calculation (ωB97M-V/def2-TZVPD) on a structure of composition C44H65BrClFIN4O7RbSi2Te.

Last column: Mulliken charge in e.
Cartesian coordinates (Å):
Rb -0.462 -1.342 1.087  0.440
C -0.594 -8.491 0.113  -1.596
C 0.678 -8.159 -0.665  0.337
C 0.580 -8.737 -2.068  -0.977
C 1.743 -8.285 -2.934  -1.007
C 1.744 -6.785 -3.007  1.043
C 2.149 -6.118 -4.139  -0.817
C 2.160 -4.726 -4.161  0.150
F 2.568 -4.111 -5.291  -0.366
C 1.783 -3.987 -3.080  -1.192
C 1.362 -4.647 -1.919  0.509
C 0.997 -3.835 -0.748  1.200
O 0.922 -2.603 -0.805  -0.795
C 0.748 -4.606 0.447  0.341
C 0.688 -5.955 0.394  -0.059
N 0.902 -6.695 -0.726  0.189
C 1.323 -6.048 -1.881  -0.542
C 0.444 -3.874 1.742  -0.781
O 1.388 -3.245 2.270  -0.720
O -0.747 -3.901 2.128  -0.971
H -0.842 -9.541 -0.043  0.424
H -1.424 -7.881 -0.246  0.389
H -0.494 -8.335 1.185  0.476
H 1.540 -8.607 -0.159  0.117
H -0.361 -8.412 -2.521  0.361
H 0.551 -9.824 -1.986  0.408
H 1.676 -8.709 -3.936  0.441
H 2.684 -8.637 -2.496  0.318
H 2.471 -6.666 -5.015  0.501
H 1.803 -2.907 -3.090  0.685
H 0.455 -6.514 1.288  0.540
O -3.093 -2.451 1.975  -0.356
H -3.807 -2.924 2.413  0.211
H -2.292 -2.987 2.155  0.363
O -0.580 1.313 0.621  0.238
H -0.226 0.948 -0.198  0.182
H -0.642 2.262 0.469  -0.123
O 0.924 -0.935 3.537  0.254
H 1.308 -1.028 4.415  0.138
H 1.034 -1.840 3.148  0.237
Br -4.577 1.766 6.032  -0.195
C -2.733 2.145 5.838  0.336
C -2.181 3.105 6.675  -0.451
C -0.839 3.433 6.561  -0.539
C -0.051 2.806 5.609  -0.801
C -0.602 1.847 4.775  -0.054
C -1.947 1.504 4.887  -0.503
I -2.661 0.018 3.605  0.442
H -2.808 3.592 7.408  0.389
H -0.415 4.181 7.219  0.380
H 0.996 3.063 5.509  0.453
H 0.008 1.346 4.033  0.597
C -1.987 3.596 -2.473  -1.632
C -2.618 3.550 -3.864  2.787
C -2.680 4.998 -4.382  -2.062
C -1.687 2.795 -4.825  -1.915
C -4.041 2.896 -3.883  1.769
O -4.517 2.960 -5.245  -0.686
C -5.146 3.594 -3.047  -1.442
C -5.459 3.266 -1.573  -1.201
C -4.701 4.040 -0.523  0.109
C -4.006 3.397 0.495  0.092
C -3.328 4.119 1.469  -0.966
C -3.332 5.502 1.415  0.288
Cl -2.467 6.408 2.620  -0.254
C -4.035 6.170 0.425  -0.793
C -4.723 5.433 -0.525  -0.043
C -4.082 1.352 -3.734  -2.625
N -3.526 0.653 -2.584  1.245
C -2.307 0.120 -2.381  -0.086
N -2.299 -0.615 -1.289  -0.170
C -3.563 -0.461 -0.814  -0.748
N -4.338 0.281 -1.569  -1.044
H -0.933 3.860 -2.579  0.739
H -2.051 2.645 -1.946  -0.083
H -2.454 4.355 -1.848  0.062
H -1.686 5.440 -4.293  0.494
H -3.359 5.626 -3.806  0.361
H -2.955 5.046 -5.437  0.524
H -0.771 3.371 -4.968  0.506
H -2.159 2.659 -5.797  0.395
H -1.394 1.818 -4.448  0.189
H -4.721 3.878 -5.451  0.518
H -6.053 3.347 -3.604  0.372
H -5.025 4.674 -3.143  0.516
H -5.382 2.197 -1.380  0.486
H -6.515 3.521 -1.446  0.452
H -3.993 2.313 0.540  0.377
H -2.810 3.610 2.270  0.699
H -4.052 7.251 0.410  0.441
H -5.285 5.960 -1.288  0.418
H -3.625 0.944 -4.634  0.572
H -5.135 1.079 -3.757  0.393
H -1.482 0.227 -3.062  0.339
H -3.913 -0.942 0.085  0.593
C 4.643 4.179 -1.126  -1.057
Si 3.701 3.324 0.255  0.103
C 1.897 3.856 0.220  -0.636
C 4.437 3.817 1.907  -0.981
C 3.780 1.468 0.028  -0.846
Te 2.599 0.415 1.499  -0.269
C 3.845 -1.332 1.392  -0.115
Si 5.205 -1.314 2.677  0.237
C 4.395 -1.370 4.370  -0.854
C 6.260 0.236 2.550  -0.732
C 6.320 -2.811 2.453  -1.094
H 4.606 5.265 -1.008  0.309
H 4.230 3.933 -2.107  0.301
H 5.693 3.877 -1.121  0.286
H 1.790 4.929 0.050  0.415
H 1.417 3.619 1.174  0.230
H 1.361 3.331 -0.574  0.015
H 4.213 4.862 2.136  0.378
H 5.523 3.698 1.913  0.300
H 4.025 3.199 2.708  0.249
H 4.810 1.124 0.147  0.328
H 3.440 1.167 -0.965  0.505
H 4.206 -1.371 0.363  0.588
H 3.184 -2.187 1.547  -0.330
H 3.731 -0.510 4.487  0.158
H 5.131 -1.342 5.176  0.418
H 3.801 -2.281 4.480  0.278
H 5.642 1.135 2.610  -0.023
H 6.819 0.266 1.612  0.299
H 6.985 0.272 3.367  0.390
H 5.746 -3.739 2.503  0.310
H 7.086 -2.846 3.231  0.303
H 6.826 -2.781 1.486  0.307

Calculated values
**HOMO level**: -0.2654 Ha
**Energy above the lowest of the compared OMol25 structures with the same formula, charge and spin**: 53.77 kJ/mol

Number 1: gap between HOMO and LUMO 0.2993 Ha. Number 2: gap between HOMO and LUMO 0.2699 Ha. Number 3: gap between HOMO and LUMO 0.2744 Ha.